The following is a quantum chemistry calculation of a structure of composition C22H43N4O4SbSe2Si3SrTe2 in a non-equilibrium geometry, from the Open Molecules 2025 dataset.

```
82
Properties=species:S:1:pos:R:3:mulliken_charge:R:1
Sr 0.000 0.000 0.000 1.11
Se -1.804 1.862 1.862 -0.60
Te -1.402 3.663 3.663 -0.31
Te 1.402 3.663 3.663 -0.35
Se 1.804 1.862 1.862 -0.60
O -4.876 2.909 -4.975 -0.50
C -4.160 3.724 -4.057 -0.50
C -3.239 2.911 -3.184 0.51
C -2.366 3.566 -2.320 -1.16
C -1.541 2.801 -1.522 -0.75
N -1.531 1.453 -1.531 0.36
C -2.374 0.768 -2.367 0.16
C -3.238 1.505 -3.192 -0.71
C -2.356 -0.766 -2.385 0.38
C -3.170 -1.505 -3.256 -0.42
C -3.149 -2.912 -3.257 0.22
C -4.052 -3.679 -4.182 -0.66
O -5.405 -3.564 -3.762 -0.53
C -2.305 -3.570 -2.370 -0.92
C -1.519 -2.802 -1.538 -0.63
N -1.531 -1.453 -1.531 0.88
H -5.438 3.507 -5.496 0.30
H -4.885 4.254 -3.430 0.30
H -3.577 4.449 -4.634 0.30
H -2.324 4.648 -2.264 0.38
H -0.842 3.261 -0.830 0.57
H -3.931 1.011 -3.863 0.47
H -3.843 -1.020 -3.954 0.37
H -3.790 -4.742 -4.200 0.30
H -3.966 -3.301 -5.205 0.30
H -5.405 -3.348 -2.813 0.37
H -2.254 -4.652 -2.323 0.36
H -0.837 -3.259 -0.827 0.15
N 1.530 -1.488 -1.530 -0.19
N 2.294 -0.546 -2.294 -0.09
C 2.236 0.800 -2.236 0.53
O 3.055 1.309 -3.055 -0.88
O 1.451 1.409 -1.451 -0.58
H 2.153 -2.072 -0.972 -0.52
H 0.972 -2.072 -2.153 0.27
H 2.965 -0.897 -2.965 0.19
C 1.283 -0.562 5.197 -0.89
Si 2.787 -1.018 4.193 0.72
C 3.868 -2.103 5.270 -0.92
C 3.754 0.533 3.820 -0.14
Sb 1.968 -1.968 1.968 -0.04
Si 4.166 -2.703 0.913 0.50
C 3.838 -3.864 -0.510 -1.14
C 4.968 -1.174 0.200 -0.69
C 5.375 -3.520 2.070 -1.00
Si 0.900 -4.150 2.733 0.37
C 0.640 -5.284 1.275 -0.54
C -0.790 -3.725 3.406 -0.79
C 1.838 -5.084 4.042 -0.96
H 1.604 -0.072 6.139 0.36
H 0.710 -1.479 5.439 0.22
H 0.646 0.133 4.614 0.18
H 4.129 -1.538 6.188 0.34
H 4.803 -2.371 4.754 0.19
H 3.337 -3.020 5.571 0.19
H 4.056 1.015 4.772 0.38
H 3.124 1.231 3.233 -0.57
H 4.660 0.271 3.240 0.15
H 3.135 -3.392 -1.226 0.48
H 3.415 -4.811 -0.133 0.24
H 4.796 -4.086 -1.026 0.40
H 4.278 -0.703 -0.530 0.12
H 5.910 -1.456 -0.314 0.33
H 5.192 -0.454 1.011 0.22
H 4.908 -4.404 2.545 0.21
H 5.699 -2.788 2.830 0.18
H 6.268 -3.834 1.492 0.36
H 0.064 -4.755 0.487 -0.17
H 0.074 -6.179 1.606 0.39
H 1.615 -5.611 0.875 0.23
H -1.380 -3.210 2.619 0.09
H -0.688 -3.058 4.284 0.17
H -1.313 -4.655 3.708 0.36
H 2.864 -5.307 3.688 0.22
H 1.305 -6.031 4.259 0.36
H 1.862 -4.484 4.968 0.18
H -1.381 -1.381 1.381 -0.18
```

HOMO energy = -0.0703 eV
frontier orbital gap = 3.469 eV
LUMO energy = 3.4 eV
net charge = -2


The following is a quantum chemistry calculation of a cluster of 9 separate species, C22H44Br14O4 in total in a non-equilibrium geometry, from the Open Molecules 2025 dataset.

```
84
Properties=species:S:1:pos:R:3:mulliken_charge:R:1
O 8.730 3.601 3.841 -0.61
C 8.356 4.518 3.111 0.79
O 9.157 5.534 2.687 -0.31
C 10.486 5.557 3.188 0.20
C 11.155 6.830 2.736 -1.23
C 6.948 4.623 2.529 -1.03
H 11.079 4.688 2.881 0.44
H 10.476 5.498 4.277 -0.04
H 12.182 6.813 3.100 0.35
H 10.679 7.677 3.235 0.21
H 11.098 6.955 1.660 0.40
H 6.746 5.641 2.200 0.31
H 6.227 4.437 3.326 0.28
H 6.867 3.906 1.724 0.32
O 12.001 6.021 9.722 -0.52
C 12.637 6.480 10.629 0.83
O 13.193 7.675 10.587 -0.39
C 12.836 8.507 9.460 0.37
C 13.954 9.533 9.292 -1.19
C 12.938 5.794 11.937 -1.19
H 11.879 8.998 9.642 0.23
H 12.786 7.880 8.572 -0.02
H 14.134 10.084 10.222 0.41
H 13.751 10.243 8.497 0.14
H 14.894 8.999 9.104 0.34
H 12.521 6.349 12.774 0.29
H 14.026 5.750 12.066 0.35
H 12.567 4.779 11.923 0.32
Br 6.782 7.041 6.144 0.02
C 8.669 6.979 5.768 -0.21
C 9.447 7.775 6.749 -0.31
Br 11.297 7.523 6.200 -0.21
H 8.848 7.301 4.749 0.29
H 8.991 5.947 5.872 -0.17
H 9.319 7.439 7.766 0.25
H 9.254 8.842 6.704 0.40
Br 8.860 4.053 13.253 -0.17
C 8.271 5.880 12.910 -0.56
C 8.271 6.116 11.458 -0.46
Br 8.351 8.037 11.049 -0.17
H 8.914 6.529 13.486 0.36
H 7.266 5.974 13.312 0.40
H 7.372 5.768 10.973 0.32
H 9.116 5.714 10.920 0.28
Br 10.109 3.842 7.651 -0.09
C 8.947 2.311 7.496 -0.64
C 7.640 2.656 6.841 -0.12
Br 6.497 3.646 8.062 -0.13
H 8.782 1.912 8.489 0.42
H 9.476 1.580 6.894 0.36
H 7.095 1.770 6.526 0.40
H 7.789 3.246 5.936 -0.17
Br 12.805 12.373 6.312 -0.15
C 13.498 10.727 5.558 -0.22
C 14.982 10.888 5.375 -0.62
Br 15.748 9.256 4.621 -0.18
H 12.994 10.515 4.622 0.50
H 13.274 9.907 6.232 -0.11
H 15.512 11.081 6.297 0.36
H 15.224 11.668 4.662 0.42
Br 8.865 13.385 5.893 -0.12
C 9.007 12.269 7.485 -0.12
C 9.600 13.080 8.613 -0.44
Br 9.210 12.227 10.329 -0.18
H 9.650 11.431 7.218 0.10
H 8.021 11.876 7.697 0.02
H 9.185 14.080 8.683 0.42
H 10.676 13.199 8.546 0.22
Br 6.165 10.005 8.523 -0.07
C 4.397 9.339 8.989 -0.50
C 4.526 7.878 9.330 -0.40
Br 2.763 7.203 9.770 -0.14
H 3.715 9.548 8.181 0.38
H 4.116 9.859 9.897 0.42
H 5.167 7.730 10.191 0.37
H 4.943 7.298 8.510 0.04
Br 3.753 8.591 4.473 -0.18
C 2.598 7.067 4.800 -0.50
C 2.999 6.419 6.096 0.06
Br 1.989 4.823 6.494 -0.11
H 2.651 6.395 3.948 0.40
H 1.577 7.439 4.823 0.39
H 2.894 7.104 6.941 -0.02
H 4.055 6.145 6.116 -0.15
```

HOMO energy = -9.7871 eV
frontier orbital gap = 10.140 eV
LUMO energy = 0.4 eV
SMILES = CCOC(C)=O.CCOC(C)=O.BrCCBr.BrCCBr.BrCCBr.BrCCBr.BrCCBr.BrCCBr.BrCCBr


The following is a quantum chemistry calculation of a structure of composition C22H44Cl2MoNO2P in a non-equilibrium geometry, from the Open Molecules 2025 dataset.

```
73
Properties=species:S:1:pos:R:3:lowdin_spin:R:1
C -3.665 -0.078 -1.744 0.01
C -2.656 -0.395 -2.692 0.04
C -1.590 0.567 -2.544 0.00
C -2.801 -1.376 -3.805 0.01
C -1.991 1.494 -1.525 0.01
C -3.425 1.289 -1.275 0.01
C -4.310 2.256 -0.923 0.01
C -4.919 -0.831 -1.548 0.00
C -0.444 0.742 -3.485 0.00
C -1.280 2.732 -1.153 0.00
Mo -1.579 -0.686 -0.741 1.50
Cl -0.445 -2.489 -2.027 0.05
Cl -2.800 -2.308 0.480 0.06
O -1.611 2.507 1.682 0.00
H -3.277 -2.297 -3.446 0.00
H -1.827 -1.617 -4.235 0.00
H -3.437 -0.959 -4.600 0.00
H 0.004 -0.227 -3.719 0.00
H 0.325 1.392 -3.057 0.00
H -0.746 1.200 -4.440 0.00
H -0.204 2.656 -1.358 0.00
H -1.415 2.912 -0.065 0.00
H -1.709 3.609 -1.663 0.00
H -3.940 3.252 -0.659 0.00
H -4.092 0.867 1.354 0.00
H -5.372 2.033 -0.843 0.00
H -4.765 -1.903 -1.713 0.00
H -5.709 -0.487 -2.224 0.00
H -5.275 -0.696 -0.519 0.00
H -1.872 3.132 2.378 0.00
O -3.163 0.506 1.253 0.03
H -2.621 1.310 1.499 0.00
C 2.682 0.909 3.039 0.00
C 1.314 0.680 2.375 0.00
C 0.336 0.034 3.372 0.00
C 0.772 2.053 2.036 0.00
P 1.435 -0.382 0.850 0.07
N -0.071 -0.221 0.106 0.14
C 2.756 0.182 -0.341 0.01
C 4.175 -0.212 0.150 0.00
C 2.524 -0.437 -1.741 0.00
C 2.748 1.711 -0.533 0.00
C 1.739 -2.190 1.308 0.02
C 0.421 -2.824 1.773 0.00
C 2.240 -3.011 0.114 0.00
C 2.781 -2.301 2.433 0.01
H 2.525 1.502 3.957 0.00
H 3.353 1.496 2.400 0.00
H 3.203 -0.006 3.346 0.00
H 0.154 0.760 4.178 0.00
H -0.632 -0.179 2.901 0.00
H 0.728 -0.876 3.838 0.00
H -0.547 2.174 1.884 0.00
H 1.148 2.484 1.112 0.00
H 0.966 2.736 2.875 0.00
H 4.330 -1.297 0.175 0.00
H 4.917 0.204 -0.555 0.00
H 4.401 0.204 1.142 0.00
H 1.507 -0.233 -2.103 0.00
H 3.244 0.010 -2.448 0.00
H 2.669 -1.522 -1.768 0.00
H 1.786 2.071 -0.916 0.00
H 3.003 2.254 0.382 0.00
H 3.511 1.972 -1.283 0.00
H -0.307 -2.853 0.956 0.00
H 0.638 -3.856 2.080 0.00
H -0.036 -2.305 2.620 0.00
H 1.515 -2.967 -0.710 0.00
H 3.236 -2.713 -0.224 0.00
H 2.306 -4.062 0.434 0.00
H 3.731 -1.815 2.175 0.00
H 2.408 -1.910 3.387 0.00
H 3.003 -3.370 2.582 0.00
```

HOMO energy (alpha / beta) = 0.9929 / 0.1902 eV
⟨S²⟩ = 2.0165
frontier orbital gap (alpha / beta) = 3.615 / 4.407 eV
LUMO energy (alpha / beta) = 4.6 / 4.6 eV
net charge = -2
multiplicity = 3